1.
Computed, not measured: a structure of composition C21H16NO5PRuS2, with the ωB97M-V functional and the def2-TZVPD basis.

```
47
Properties=species:S:1:pos:R:3:mulliken_charge:R:1
Ru -2.0756 1.1899 -0.3256 -0.13
S 2.7973 2.4473 -1.6643 -0.48
S 0.1722 0.5712 -0.3598 0.17
P 2.1775 0.9795 -0.5321 0.75
O -2.5173 0.5824 -2.5420 -0.60
O -2.4195 0.3871 1.8464 -0.52
O -3.7021 -0.9219 3.1176 -0.72
O -4.2097 2.5273 -0.2624 -0.45
O -3.6675 -0.7712 -3.8900 -0.72
N -3.3925 -0.6348 -0.3799 0.26
C 4.8008 1.3430 2.5116 -0.60
C -3.2851 -0.3839 -2.7964 0.43
C -4.6488 -2.2813 0.7704 -0.68
C 4.1470 -2.0353 -2.4723 -0.51
C -2.9864 4.5097 -0.7656 -1.05
C -5.0765 -2.8104 -0.4402 -0.17
C 4.2090 1.2070 1.2710 -0.63
C 2.0279 1.1740 2.3031 -0.27
C -3.1159 3.0606 -0.3429 0.67
C 2.6302 1.3083 3.5436 -0.58
C -3.7887 -1.1351 -1.5468 0.30
C -3.2730 -0.5197 2.0462 0.35
C 2.4812 -1.7617 -0.2696 -0.48
C -3.7997 -1.1881 0.7584 0.28
C 3.7963 -3.1444 -1.7204 -0.36
C 2.9631 -3.0060 -0.6212 -0.62
C 4.0083 1.3971 3.6486 -0.39
C 2.8258 1.1259 1.1718 0.49
C 2.8383 -0.6514 -1.0263 0.20
C 3.6660 -0.7837 -2.1279 -0.26
C -4.6262 -2.2351 -1.6218 -0.67
H -3.9603 5.0028 -0.7601 0.30
H -2.5748 4.5191 -1.7738 0.27
H 4.4709 1.5082 4.6203 0.35
H 2.6781 -3.8733 -0.0439 0.37
H 5.8769 1.4062 2.5916 0.36
H 4.8045 1.1654 0.3665 0.31
H -5.7571 -3.6501 -0.4659 0.42
H 3.9182 0.0962 -2.7061 0.32
H -2.2881 5.0407 -0.1254 0.31
H 1.8157 -1.6352 0.5730 0.43
H -4.9088 -2.6063 -2.5954 0.51
H 4.7874 -2.1470 -3.3345 0.37
H -4.9581 -2.6899 1.7192 0.51
H 4.1666 -4.1224 -1.9936 0.36
H 0.9513 1.0971 2.2117 0.40
H 2.0189 1.3416 4.4332 0.41
```

As for the total charge: -1. As for the expectation value of S²: 0.77. The lowest unoccupied orbital energy (spin up / spin down) comes out at 0.04996 / 0.05971 hartree. The calculation puts the energy above the lowest of the compared OMol25 structures with the same formula, charge and spin at 258.69 kJ/mol. As for the spin multiplicity: 2.



2.
Computed, not measured: a cluster of 7 separate species, C41H102N7O12P2 in total, with the ωB97M-V functional and the def2-TZVPD basis.

```
164
Properties=species:S:1:pos:R:3:mulliken_charge:R:1
P -0.8944 0.6238 -0.4945 1.28
P 3.3098 4.7713 -2.3783 0.02
O -3.7517 2.0906 -5.9258 -0.16
O 3.8239 4.0285 -0.9667 -0.52
O 0.0484 4.8983 5.1874 -0.45
O -0.4811 -2.2218 -6.2767 -0.29
O 1.8020 -2.3750 5.4868 -0.26
O -1.1029 -0.4272 0.7153 -0.39
O -0.9627 -0.0836 -1.9117 -0.28
O -1.9260 1.6633 -0.3590 -0.81
O 7.7912 -0.8324 2.3712 -0.37
O 0.6208 -8.2389 1.8835 -0.37
O -1.5597 6.1626 4.2458 -0.35
O -6.2599 1.1442 1.5454 -0.34
N -3.6048 4.7748 -6.9200 -0.72
N -0.3756 -2.9732 7.2569 -0.77
N 0.5976 -6.3818 4.0709 -0.44
N 0.1926 3.9876 -2.9204 0.36
N 5.6215 -1.3909 4.1667 -0.45
N -1.6600 -3.3637 -8.6365 -0.73
N -4.1423 -0.6822 0.8992 -0.29
C -4.3474 1.9354 -4.6493 0.00
C -0.2891 5.6741 1.2683 -0.80
C 2.9602 -1.8249 6.0970 -0.81
C -7.5772 0.6511 1.3711 -0.71
C 1.6611 5.5585 -1.9838 -0.30
C -2.2212 -0.7910 -2.1199 -0.04
C 1.6429 -3.7123 8.3989 -1.43
C -0.1899 5.7246 -0.2687 -1.65
C -1.8881 5.2212 3.2191 -0.61
C 0.7865 1.3028 -0.3594 -1.09
C 0.2613 -2.0781 -9.3956 -1.43
C 0.9526 4.7825 -0.8221 0.14
C 7.6446 -2.1289 5.3016 -1.46
C -4.6362 2.5116 -6.9536 -0.82
C 0.5671 5.4279 -3.0869 -0.95
C 0.2862 3.5388 -1.4668 -0.68
C 0.9338 -2.2586 -6.2164 -0.83
C -4.8670 4.0303 -7.0063 0.33
C -5.5219 0.5224 2.5821 -0.68
C 2.7861 -7.4479 4.1124 -1.44
C 1.8123 -8.2786 1.1187 -0.64
C -1.1033 3.5302 -3.5215 -1.14
C 0.7469 -8.7128 3.2125 -0.71
C 1.2807 -7.6733 4.2110 0.21
C -4.8458 -0.7989 2.1807 0.40
C -5.8176 4.5419 -5.9290 -1.39
C -1.0849 -2.0160 -8.6812 0.29
C -1.0112 -1.3772 -7.2846 -0.59
C 1.0593 2.2233 -1.5697 -1.62
C -5.8076 -1.9807 2.1126 -1.63
C 0.7660 -3.8907 7.1633 0.31
C 8.9563 -0.2823 2.9624 -0.66
C 0.5801 -0.3930 2.5328 -1.32
C 4.5378 6.0897 -2.7482 -1.19
C -2.2736 -1.4522 -3.4831 -1.29
C -1.7279 5.7970 1.8046 -0.62
C -0.3664 5.9410 4.8389 0.11
C 7.5080 -2.1703 2.7428 -0.77
C 1.5248 -3.7246 5.8383 -0.33
C -0.7650 0.1266 2.0028 -0.20
C 6.7565 -2.3164 4.0760 0.32
H -6.4398 -1.9488 1.2252 0.29
H 0.9057 3.5268 -3.4906 0.75
H 2.5769 -4.2699 8.3002 0.33
H -2.0327 -1.1499 -6.9648 0.26
H 6.8646 -2.5616 1.9494 0.33
H 3.1444 -6.9061 4.9889 0.30
H 1.4792 0.4553 -0.4389 0.67
H -2.9353 4.9444 3.3681 0.40
H 2.7077 -1.3747 7.0609 0.27
H -1.3929 -2.0575 -3.7089 0.33
H 3.3340 -1.0334 5.4516 0.26
H 1.5496 4.6056 0.0713 0.97
H -1.1519 5.4880 -0.7415 0.46
H -1.0077 -3.1568 6.4817 0.28
H 2.4315 -9.1425 1.3745 0.30
H -3.4386 0.0470 0.9760 -0.08
H -0.2758 6.1007 -2.9588 0.39
H -1.4868 2.6378 -3.0233 0.20
H -6.4537 -2.0128 2.9924 0.39
H 2.4437 -4.3243 5.8242 0.27
H 1.8871 -2.6665 8.5860 0.29
H -1.3198 4.2870 3.2675 0.33
H -5.3250 4.2539 -7.9738 0.48
H 1.5300 -8.3536 0.0684 0.26
H 5.9758 -0.4586 3.9627 0.26
H 1.2162 -2.5188 -5.1952 0.28
H -4.7352 1.2358 2.8461 0.25
H 0.1161 -2.2985 -10.4531 0.36
H -0.4705 -0.4213 -7.3095 0.43
H -4.3167 2.8788 -4.0976 0.17
H -0.3980 -6.5195 4.2278 0.27
H 7.8970 -1.0825 5.4740 0.31
H 0.7887 -1.1240 -9.3234 0.34
H 0.9080 -2.8578 -8.9931 0.29
H -6.7105 3.9171 -5.8648 0.35
H 3.3227 -8.3977 4.0660 0.38
H 1.3774 -1.2900 -6.4648 0.36
H 0.6521 -6.1161 3.0896 0.27
H -3.0465 -0.0772 -2.0366 0.21
H -1.5224 -0.1593 2.7379 0.33
H -4.1043 -1.0299 2.9530 0.33
H 0.0482 6.7551 -0.5549 0.54
H -3.1280 -2.1369 -3.4817 0.45
H 0.2375 6.8463 5.0292 0.42
H -0.2662 -8.9857 3.5207 0.34
H 0.5870 -0.3259 3.6246 0.48
H -0.0262 -2.0362 7.0682 0.33
H -5.3743 1.5685 -4.7153 0.42
H 0.2921 6.4827 1.7240 0.33
H 4.4486 6.4677 -3.7675 0.37
H -3.7529 1.2074 -4.0947 -0.49
H 0.9698 1.7751 0.6049 0.43
H 4.5028 6.9207 -2.0315 0.41
H 4.9826 -1.5801 3.3979 0.23
H -4.8071 -0.3050 0.2264 0.35
H -5.2508 -2.9176 2.0747 0.38
H -5.5844 1.9638 -6.8955 0.42
H 0.7619 1.6583 -2.4643 0.73
H 8.7210 0.1821 3.9225 0.24
H 5.5292 5.6291 -2.6711 0.40
H 9.3284 0.4986 2.2987 0.25
H -0.7676 1.2226 1.9765 0.31
H 0.3799 -4.9144 7.1855 0.41
H 2.1426 2.3446 -1.6526 0.21
H -6.1386 5.5573 -6.1614 0.34
H -2.4069 5.2210 1.1617 0.45
H -7.5859 -0.1943 0.6794 0.25
H 9.7409 -1.0326 3.0897 0.30
H -1.1381 -3.8948 -7.9430 0.33
H -3.1115 4.4319 -6.0990 0.22
H -6.1447 0.3971 3.4770 0.49
H 0.8914 -4.1112 5.0411 0.17
H 1.3414 -9.6347 3.2388 0.42
H 3.7496 -2.5695 6.2204 0.30
H 3.0599 -6.8572 3.2377 0.28
H 1.0762 -8.0562 5.2154 0.35
H -2.1042 6.8257 1.8146 0.29
H -0.7380 3.4642 -1.1022 0.84
H -1.7448 -1.3878 -9.2876 0.43
H -8.0334 0.3635 2.3221 0.31
H 1.3295 -3.0334 -6.8757 0.25
H -0.9509 3.2638 -4.5716 0.47
H -2.4236 -0.7394 -4.2994 0.07
H -2.3324 -1.5707 -1.3609 0.31
H -4.1587 2.2101 -7.8899 0.34
H 1.7466 6.6435 -1.8432 0.64
H 1.1261 -4.0829 9.2850 0.37
H 8.5739 -2.6936 5.2027 0.36
H -2.5969 -3.3105 -8.2450 0.28
H 0.7362 -1.4408 2.2700 0.28
H 1.4094 0.2144 2.1601 0.26
H -3.0066 4.4995 -7.6951 0.29
H -8.1742 1.4483 0.9278 0.26
H -1.8538 4.3223 -3.4888 0.27
H 0.1034 4.7059 1.6077 0.49
H 6.3635 -3.3372 4.1143 0.35
H 2.3840 -7.3559 1.2439 0.23
H 1.0001 5.4451 -4.0924 0.51
H -5.3503 4.5724 -4.9439 0.25
H 7.1327 -2.4852 6.1961 0.33
H 4.5307 4.5919 -0.6084 0.33
H 8.4231 -2.7756 2.7314 0.44
```

As for the total charge: +1. The lowest unoccupied orbital energy comes out at -0.07812 hartree. As for the spin multiplicity: 1.



3.
Computed, not measured: a structure of composition C13H19MoO6, with the ωB97M-V functional and the def2-TZVPD basis.

```
39
Properties=species:S:1:pos:R:3:mulliken_charge:R:1
Mo 0.2983 -0.0958 0.3264 1.64
O 1.7809 -0.9340 -0.8684 -0.07
O -0.1282 -2.1560 0.2325 -0.39
O 1.7294 -0.0165 1.7333 -0.80
O 0.0547 1.3398 1.4733 -0.81
O 3.0126 -0.0503 4.0541 -0.40
O -1.0010 -0.2359 -1.2185 -0.41
C 1.0827 -2.9887 0.1725 -0.44
C -1.3407 -2.4962 -0.5326 -0.46
C 2.0268 -2.3891 -0.8559 -0.40
C 0.2527 2.3838 4.0970 -0.40
C 1.1591 1.3642 3.6320 -0.14
C -1.2857 0.8782 -2.1648 -0.66
C 2.2500 1.3686 5.8060 -0.94
C 1.3551 2.3329 6.2143 -0.36
C 0.3504 2.8534 5.3555 -0.84
C 1.0528 0.9229 2.3499 1.67
C -1.4253 -1.5640 -1.7132 -0.32
C 2.1836 0.8672 4.5182 1.13
C 2.9261 -0.1160 -1.3253 -0.68
H -2.3494 0.8589 -2.3832 0.35
H 0.8007 -4.0121 -0.0618 0.39
H 3.3069 -0.5548 -2.2445 0.36
H -0.6923 0.7278 -3.0620 0.33
H 1.4224 2.7073 7.2287 0.45
H -2.1730 -2.3676 0.1540 0.32
H 3.6837 -0.2895 4.7165 0.38
H 3.0090 0.9984 6.4848 0.38
H -0.3233 3.6206 5.7082 0.46
H -1.0282 1.8056 -1.6602 0.27
H -0.5026 2.7701 3.4268 0.43
H 1.8629 -2.7387 -1.8725 0.34
H 1.5028 -2.9561 1.1731 0.30
H -1.2994 -3.5376 -0.8453 0.41
H 2.5532 0.8861 -1.5247 0.29
H -0.7594 -1.8212 -2.5347 0.29
H 3.6847 -0.1069 -0.5485 0.32
H -2.4474 -1.4851 -2.0781 0.54
H 3.0619 -2.5662 -0.5706 0.46
```

As for the total charge: +3. As for the expectation value of S²: 2.01. The lowest unoccupied orbital energy (spin up / spin down) comes out at -0.47843 / -0.46719 hartree. The calculation puts the energy above the lowest of the compared OMol25 structures with the same formula, charge and spin at 6.71 kJ/mol. As for the spin multiplicity: 3.